ORCA calculation (wB97M-V/def2-TZVPD) on 2 unconnected molecules or ions with the total composition C4H11NOS2.

For the gap between HOMO and LUMO, the calculation gives 6.07 eV. The calculation puts the electronic energy at -29530.866 eV.

Geometry (Å):
S: -2.47 -0.21 0.67
S: -1.03 -1.60 0.18
O: 3.55 -0.54 -0.28
N: 1.45 0.15 1.69
C: -3.62 -0.38 -0.69
C: 1.33 0.40 0.32
C: 0.34 1.29 -0.23
C: 2.17 -0.47 -0.56
H: 1.78 -1.50 -0.55
H: -3.06 -0.10 -1.59
H: -4.20 -1.28 -0.83
H: 0.73 1.97 -0.98
H: 0.65 -0.46 1.89
H: -4.31 0.46 -0.58
H: -0.07 0.04 -0.34
H: 1.96 -0.23 -1.62
H: -0.18 1.79 0.58
H: 1.39 0.99 2.26
H: 3.61 -0.32 0.65

ORCA calculation (wB97M-V/def2-TZVPD) on 4 unconnected molecules or ions with the total composition C2H11NO3.

As for the SMILES: C=CN.O.O.O. For the gap between HOMO and LUMO, the calculation gives 8.93 eV. The calculation puts the electronic energy at -9884.694 eV.

Geometry (Å):
O: 0.68 1.14 1.69
O: -1.65 -1.59 0.70
O: 0.95 -1.85 1.98
N: -0.92 1.07 -1.08
C: 0.03 1.25 -2.08
C: 1.06 0.45 -2.39
H: -1.12 0.12 -0.81
H: -2.29 -2.26 0.96
H: 1.69 -1.82 2.60
H: 1.22 -0.53 -1.96
H: -0.09 2.17 -2.63
H: 1.77 0.89 -3.07
H: -1.72 1.67 -1.17
H: 0.69 1.55 0.82
H: -0.82 -1.93 1.06
H: 0.88 -0.94 1.63
H: 0.61 1.84 2.34

ORCA calculation (wB97M-V/def2-TZVPD) on C3H3N3O2 in the gas phase.

As for the SMILES: O=COc1c[nH]nn1. For the gap between HOMO and LUMO, the calculation gives 10.61 eV. The calculation puts the electronic energy at -11723.263 eV.

Geometry (Å):
O: -1.22 0.99 0.42
O: -0.59 -0.26 2.24
N: -0.34 0.59 -1.69
N: 1.26 -0.70 -1.35
N: 0.61 -0.07 -2.28
C: -0.28 0.41 -0.30
C: 0.77 -0.46 -0.07
C: -1.36 0.49 1.70
H: 1.30 -0.91 0.81
H: 2.17 -1.01 -1.59
H: -2.30 0.94 2.12

ORCA calculation (wB97M-V/def2-TZVPD) on a molecular structure, C24H25BCeN10O8PSeTe.

The spin multiplicity is 2. For the gap between HOMO and LUMO (spin up / spin down), the calculation gives 5.49 / 3.55 eV. The calculation puts the electronic energy at -152115.941 eV. The expectation value of S² is 0.753.

Geometry (Å):
Ce: -1.06 -0.35 0.16
Te: -3.97 2.73 -2.88
Se: -5.62 -1.38 2.09
P: -2.04 1.47 -2.39
O: -1.27 -2.30 -1.28
O: -1.29 0.95 -3.72
O: -1.28 -1.35 4.55
O: -2.35 0.29 -1.50
O: -0.86 2.29 -1.68
O: -3.78 -5.57 3.00
O: -2.48 -4.14 -1.73
O: -0.97 -0.31 2.58
N: 2.09 0.73 -0.49
N: 3.54 1.26 1.48
N: -0.18 1.81 0.94
N: 3.93 2.45 1.98
N: 1.80 -0.50 1.68
N: 1.16 -1.50 1.02
N: 1.08 0.10 -1.12
N: -3.33 0.08 1.02
N: 1.05 1.91 1.48
N: -1.83 -2.42 1.26
C: 2.68 0.55 -2.61
C: 0.10 3.13 -2.36
C: 5.23 2.34 2.21
C: 5.71 1.07 1.85
C: -2.65 -3.46 3.23
C: -0.47 4.07 -3.41
C: -0.94 2.72 1.54
C: -2.31 -3.43 0.52
C: -1.10 -0.41 -5.68
C: 2.15 -0.90 2.91
C: -0.20 3.42 2.49
C: -2.96 -4.50 1.08
C: -1.99 -2.44 2.58
C: 4.59 0.41 1.39
C: 1.76 -2.22 3.06
C: 3.06 1.02 -1.37
C: 1.06 2.87 2.42
C: -4.25 -0.50 1.44
C: -3.14 -4.52 2.46
C: 1.42 -0.02 -2.39
C: 1.14 -2.53 1.85
C: -2.01 -3.30 -0.99
C: -1.86 -0.20 -4.39
C: -1.35 -1.26 3.34
B: 2.12 0.89 1.05
H: -1.20 4.75 -2.98
H: 2.66 -0.24 3.59
H: 0.77 -0.52 -3.09
H: -3.32 -5.31 0.45
H: -1.43 -1.34 -6.15
H: 0.35 4.66 -3.84
H: -1.79 -1.07 -3.73
H: -0.94 3.51 -4.21
H: -0.03 -0.49 -5.47
H: 0.70 -3.47 1.54
H: -2.92 0.00 -4.59
H: 6.71 0.69 1.92
H: -0.54 4.22 3.12
H: 1.97 3.11 2.95
H: -1.26 0.42 -6.36
H: 3.96 1.53 -1.06
H: 0.56 3.71 -1.56
H: -2.76 -3.43 4.30
H: 5.77 3.17 2.63
H: 4.48 -0.59 1.00
H: 0.86 2.49 -2.81
H: 3.23 0.61 -3.53
H: 1.88 -2.85 3.93
H: -1.98 2.83 1.27
H: -3.86 -5.44 3.96

ORCA calculation (wB97M-V/def2-TZVPD) on C22H36N2O3 in the gas phase.

As for the SMILES: COCCNC(=O)CCC1CCN([C@@H](C)CCc2ccc(OC)cc2)CC1. For the gap between HOMO and LUMO, the calculation gives 8.81 eV. The calculation puts the electronic energy at -32521.212 eV.

Geometry (Å):
O: 7.37 -2.37 -0.08
O: -5.51 0.74 -0.42
O: -4.17 -1.99 1.44
N: 0.18 1.60 0.07
N: -5.70 -1.45 -0.92
C: -5.41 -2.61 1.23
C: 1.19 2.36 0.79
C: 4.16 0.25 -0.46
C: -0.38 0.46 0.78
C: 6.37 -1.45 -0.21
C: -5.22 -0.20 -1.13
C: 2.51 1.58 0.85
C: -4.21 -0.82 2.22
C: 2.97 1.16 -0.55
C: 6.55 -0.09 -0.40
C: 3.99 -1.12 -0.27
C: -2.90 -0.60 -1.96
C: -0.88 2.39 -0.52
C: -1.61 1.55 -1.57
C: 8.70 -1.92 -0.14
C: -4.30 -0.09 -2.33
C: -2.21 0.30 -0.93
C: -1.09 -0.46 -0.22
C: -6.35 -1.81 0.31
C: 5.07 -1.96 -0.15
C: 0.77 2.82 2.20
C: 5.45 0.74 -0.52
H: -1.11 0.78 1.55
H: -0.44 3.27 -1.00
H: -5.33 -2.20 -1.48
H: 5.61 1.80 -0.67
H: -0.36 -0.81 -0.95
H: -4.25 0.95 -2.64
H: 3.22 2.06 -1.13
H: -1.50 -1.32 0.31
H: -7.24 -2.42 0.10
H: -3.17 -0.56 2.43
H: -0.19 3.34 2.16
H: -5.92 -2.79 2.19
H: 7.54 0.34 -0.46
H: -0.90 1.26 -2.34
H: -1.61 2.73 0.23
H: -2.29 -0.66 -2.86
H: -5.17 -3.57 0.77
H: 1.36 3.26 0.18
H: 1.51 3.50 2.60
H: 2.14 0.66 -1.05
H: -4.73 -1.01 3.17
H: 0.68 1.96 2.87
H: -2.99 -1.61 -1.54
H: -2.94 0.61 -0.18
H: 2.39 0.69 1.47
H: 8.93 -1.45 -1.11
H: 8.93 -1.21 0.66
H: -6.66 -0.88 0.79
H: 3.27 2.21 1.32
H: 4.94 -3.02 0.00
H: 0.42 -0.08 1.27
H: -4.70 0.00 1.70
H: -4.71 -0.68 -3.16
H: -2.39 2.16 -2.03
H: 2.99 -1.52 -0.22
H: 9.32 -2.81 -0.02

ORCA calculation (wB97M-V/def2-TZVPD) on a molecular structure, C26H43Cl6N5O5PPbS.

For the gap between HOMO and LUMO, the calculation gives 7.40 eV. The calculation puts the electronic energy at -145851.360 eV. Its total charge is -1.

Geometry (Å):
Pb: -1.08 -0.09 0.23
Cl: 1.86 1.74 1.68
Cl: -3.44 1.45 2.35
Cl: 1.84 0.76 -2.34
Cl: -0.57 5.07 5.22
Cl: 2.06 3.76 4.16
Cl: -3.45 3.90 4.30
S: 1.01 -1.91 2.08
P: -2.30 3.36 -1.16
O: 2.02 1.35 -3.66
O: 3.05 0.82 -1.56
O: -2.28 2.02 -0.53
O: 0.72 1.41 -1.66
O: 1.45 -0.66 -2.54
N: -0.91 4.27 -1.14
N: 2.35 -4.04 1.14
N: -3.42 4.42 -0.43
N: -2.68 3.20 -2.78
N: 1.67 -2.52 -0.42
C: 4.53 -3.29 3.28
C: -1.92 3.26 3.69
C: 3.09 -6.35 -2.32
C: 4.05 -2.94 4.68
C: -3.06 5.79 -0.13
C: 0.42 2.26 2.57
C: 0.52 3.23 3.59
C: 2.29 -3.30 -1.46
C: 2.24 -5.27 -2.97
C: -3.51 -1.26 0.03
C: -1.91 -2.91 0.33
C: -2.82 -2.05 1.03
C: 1.44 -4.44 -1.98
C: 4.03 -4.67 2.82
C: 2.56 -4.69 2.46
C: -4.61 3.89 0.23
C: -0.76 1.64 2.22
C: -1.92 2.18 2.80
C: -2.23 2.01 -3.48
C: -0.69 3.76 4.08
C: -3.00 -1.63 -1.23
C: -3.15 4.32 -3.56
C: -2.03 -2.63 -1.04
C: 0.00 4.42 -2.27
C: 1.70 -2.87 0.85
C: -0.31 4.44 0.18
H: 0.47 -4.03 -2.34
H: 1.17 -5.06 -1.09
H: -3.46 5.14 -2.89
H: 3.00 -2.94 4.76
H: -3.09 1.51 -4.01
H: 0.58 3.82 0.27
H: 4.65 -5.02 1.97
H: 2.18 -5.72 2.42
H: -1.50 -3.11 -1.86
H: 2.90 -4.61 -3.58
H: -1.76 1.34 -2.78
H: -1.51 2.28 -4.28
H: 0.39 5.44 -2.23
H: 4.12 -5.38 3.64
H: 3.86 -5.94 -1.66
H: 1.22 -1.67 -0.70
H: 4.17 -2.52 2.61
H: -2.81 5.99 0.91
H: 4.49 -3.53 5.47
H: -4.02 4.00 -4.14
H: -0.05 5.48 0.35
H: 5.60 -3.30 3.16
H: 0.84 3.73 -2.33
H: 1.94 -4.12 3.13
H: -3.23 -1.17 -2.16
H: -2.25 6.06 -0.75
H: 2.75 -4.55 0.35
H: -0.98 4.12 0.96
H: 2.44 -7.00 -1.69
H: -5.47 4.47 -0.05
H: -4.27 -0.55 0.20
H: 1.60 -5.76 -3.73
H: -3.07 -2.02 2.07
H: -0.58 4.33 -3.16
H: -3.91 6.45 -0.30
H: -4.53 3.89 1.31
H: 3.26 -3.70 -1.14
H: 2.54 -2.59 -2.26
H: -2.39 4.69 -4.29
H: 3.60 -6.99 -3.08
H: -1.23 -3.64 0.72
H: -4.86 2.89 -0.08
H: 4.33 -1.91 4.96

ORCA calculation (wB97M-V/def2-TZVPD) on C4H11N3O in the gas phase.

As for the SMILES: [H]/N=C/[C@@H](N)[C@H](C)ON. For the gap between HOMO and LUMO, the calculation gives 10.06 eV. The calculation puts the electronic energy at -10841.172 eV.

Geometry (Å):
O: -1.00 0.69 -0.03
N: 0.39 -1.33 1.78
N: -2.19 1.15 -0.61
N: 1.08 1.34 2.02
C: 0.18 -0.58 -1.90
C: -0.30 -0.66 -0.47
C: 0.78 -0.63 0.58
C: 1.01 0.93 0.83
H: -1.03 -1.45 -0.29
H: -0.67 -0.47 -2.59
H: 1.60 2.20 2.15
H: -0.54 -1.02 2.06
H: 0.72 -1.49 -2.16
H: 1.73 -1.03 0.19
H: 1.00 -1.01 2.54
H: -2.93 0.50 -0.35
H: 0.84 0.27 -2.06
H: 1.41 1.46 -0.05
H: -2.09 1.14 -1.63

ORCA calculation (wB97M-V/def2-TZVPD) on a gas-phase ion, C4H11N2O (charge +1).

As for the SMILES: CC[NH2+]CC(N)=O. For the gap between HOMO and LUMO, the calculation gives 11.90 eV. The calculation puts the electronic energy at -9347.022 eV. Its total charge is +1.

Geometry (Å):
O: 0.23 0.52 2.28
N: 2.41 0.59 1.70
N: -0.87 0.53 0.09
C: -1.29 -0.88 -0.32
C: 0.57 0.66 -0.10
C: -1.31 -1.07 -1.88
C: 1.10 0.64 1.42
H: 3.11 0.89 1.07
H: -0.29 -1.68 -2.04
H: -2.34 -1.03 0.06
H: -0.91 -0.10 -2.31
H: -2.19 -1.56 -2.13
H: 1.05 0.02 -0.76
H: -1.03 0.74 1.12
H: 0.83 1.68 -0.57
H: -0.50 -1.50 0.17
H: -1.29 1.21 -0.48
H: 2.72 0.33 2.68

- The lowest electronic energy belongs to which entry?
  C24H25BCeN10O8PSeTe

- Look up the electronic energy of the fifth one.
  -32521.212 eV

Please write out number 5 again, unchanged.
ORCA calculation (wB97M-V/def2-TZVPD) on C22H36N2O3 in the gas phase.

As for the SMILES: COCCNC(=O)CCC1CCN([C@@H](C)CCc2ccc(OC)cc2)CC1. For the gap between HOMO and LUMO, the calculation gives 8.81 eV. The calculation puts the electronic energy at -32521.212 eV.

Geometry (Å):
O: 7.37 -2.37 -0.08
O: -5.51 0.74 -0.42
O: -4.17 -1.99 1.44
N: 0.18 1.60 0.07
N: -5.70 -1.45 -0.92
C: -5.41 -2.61 1.23
C: 1.19 2.36 0.79
C: 4.16 0.25 -0.46
C: -0.38 0.46 0.78
C: 6.37 -1.45 -0.21
C: -5.22 -0.20 -1.13
C: 2.51 1.58 0.85
C: -4.21 -0.82 2.22
C: 2.97 1.16 -0.55
C: 6.55 -0.09 -0.40
C: 3.99 -1.12 -0.27
C: -2.90 -0.60 -1.96
C: -0.88 2.39 -0.52
C: -1.61 1.55 -1.57
C: 8.70 -1.92 -0.14
C: -4.30 -0.09 -2.33
C: -2.21 0.30 -0.93
C: -1.09 -0.46 -0.22
C: -6.35 -1.81 0.31
C: 5.07 -1.96 -0.15
C: 0.77 2.82 2.20
C: 5.45 0.74 -0.52
H: -1.11 0.78 1.55
H: -0.44 3.27 -1.00
H: -5.33 -2.20 -1.48
H: 5.61 1.80 -0.67
H: -0.36 -0.81 -0.95
H: -4.25 0.95 -2.64
H: 3.22 2.06 -1.13
H: -1.50 -1.32 0.31
H: -7.24 -2.42 0.10
H: -3.17 -0.56 2.43
H: -0.19 3.34 2.16
H: -5.92 -2.79 2.19
H: 7.54 0.34 -0.46
H: -0.90 1.26 -2.34
H: -1.61 2.73 0.23
H: -2.29 -0.66 -2.86
H: -5.17 -3.57 0.77
H: 1.36 3.26 0.18
H: 1.51 3.50 2.60
H: 2.14 0.66 -1.05
H: -4.73 -1.01 3.17
H: 0.68 1.96 2.87
H: -2.99 -1.61 -1.54
H: -2.94 0.61 -0.18
H: 2.39 0.69 1.47
H: 8.93 -1.45 -1.11
H: 8.93 -1.21 0.66
H: -6.66 -0.88 0.79
H: 3.27 2.21 1.32
H: 4.94 -3.02 0.00
H: 0.42 -0.08 1.27
H: -4.70 0.00 1.70
H: -4.71 -0.68 -3.16
H: -2.39 2.16 -2.03
H: 2.99 -1.52 -0.22
H: 9.32 -2.81 -0.02